Record 1
Density functional theory data (the ωB97M-V functional and the def2-TZVPD basis) for a cluster of 7 separate species, C17H34F6O11S2 in total at a distorted geometry.

Element x y z (Å)
O 0.151 -0.489 0.284
H 0.066 -1.137 1.040
H -0.321 0.348 0.493
H -0.109 -0.849 -0.639
C 4.591 -1.440 -0.662
C 3.519 -2.157 -1.504
C 3.795 -1.733 -2.974
O 3.492 -3.483 -1.354
H 5.576 -1.695 -1.088
H 4.679 -1.723 0.391
H 4.504 -0.341 -0.719
H 2.535 -1.714 -1.192
H 3.160 -2.297 -3.657
H 4.842 -1.834 -3.279
H 3.537 -0.663 -3.093
C -2.053 -3.049 -3.312
F -2.007 -4.201 -3.987
F -2.337 -2.093 -4.229
F -3.088 -3.087 -2.468
S -0.411 -2.768 -2.480
O -0.443 -3.722 -1.416
O 0.520 -2.976 -3.546
O -0.490 -1.378 -1.992
C -0.465 -1.764 5.118
F 0.533 -1.334 5.896
F -1.244 -2.600 5.803
F -1.223 -0.688 4.811
S 0.186 -2.541 3.529
O 1.457 -3.099 3.880
O -0.847 -3.484 3.170
O 0.206 -1.366 2.649
C 0.190 3.426 2.529
C -0.938 3.951 1.657
C -1.762 2.714 1.314
O -0.782 1.697 1.263
C 0.130 1.892 2.345
H 0.068 3.630 3.593
H 1.160 3.793 2.198
H -0.636 4.449 0.730
H -1.553 4.750 2.087
H -2.329 2.733 0.386
H -2.479 2.462 2.111
H 1.069 1.427 2.043
H -0.191 1.316 3.219
C -4.830 -0.679 0.205
C -4.425 -0.536 1.671
C -2.994 -1.084 1.728
O -2.499 -0.992 0.422
C -3.490 -0.524 -0.503
H -5.495 0.168 0.017
H -5.334 -1.611 -0.046
H -5.096 -0.895 2.455
H -4.433 0.544 1.880
H -2.968 -2.082 2.169
H -2.441 -0.422 2.403
H -3.401 -1.141 -1.391
H -3.244 0.516 -0.748
C 2.033 3.463 -2.491
C 2.315 2.189 -3.293
C 1.646 1.185 -2.364
O 1.892 1.638 -1.027
C 2.275 3.007 -1.061
H 0.977 3.753 -2.557
H 2.534 4.389 -2.787
H 3.391 2.033 -3.361
H 1.804 2.198 -4.254
H 2.029 0.169 -2.441
H 0.568 1.146 -2.561
H 3.295 3.158 -0.686
H 1.635 3.523 -0.331

Output
E_HOMO, eV: 0.27
Relative energy (zero: lowest compared OMol25 entry of this formula, charge and spin), kJ/mol: 0.0
Charge: -2
Multiplicity: 1
E_tot, hartree: -2891.327660
F_max, eV Å⁻¹: 1.70
Lowest unoccupied orbital energy, eV: 3.85
Gap between HOMO and LUMO, eV: 3.6

Atomic partial charges in e from the natural (NBO) method, atoms 1 to 2: number 1, O, carries -0.8360; number 2, H, carries 0.5622

***

Record 2
Density functional theory data (the ωB97M-V functional and the def2-TZVPD basis) for the ion C3H6N3O5 with charge -1 at a distorted geometry.

Element x y z (Å)
H -1.686 2.051 0.661
N -1.569 1.038 0.778
N -0.849 0.787 1.767
O -0.344 1.619 2.552
C -0.456 -0.585 1.828
C 0.390 -0.842 0.514
O 1.284 -1.704 0.572
N -0.021 -0.088 -0.446
C 0.571 -0.141 -1.734
O -0.463 -0.083 -2.677
O 1.333 -1.250 -2.010
O 1.371 1.025 -1.883
H -1.325 -1.237 1.754
H 0.138 -0.786 2.717
H -1.211 0.293 -2.196
H 1.575 -1.625 -1.128
H 1.262 1.529 -1.069

Output
E_HOMO, eV: -4.71
SMILES: [H]/N=[N+](\[O-])C/C([O-])=N/C(O)(O)O
Relative energy (zero: lowest compared OMol25 entry of this formula, charge and spin), kJ/mol: 33.8
Charge: -1
Multiplicity: 1
E_tot, hartree: -658.370155
F_max, eV Å⁻¹: 1.91
Lowest unoccupied orbital energy, eV: 3.79
Gap between HOMO and LUMO, eV: 8.5

Atomic partial charges in e from the natural (NBO) method, atoms 1 to 2: number 1, H, carries 0.3265; number 2, N, carries -0.3858

***

Record 3
Density functional theory data (the ωB97M-V functional and the def2-TZVPD basis) for the ion C5H12NO with charge +1 at a distorted geometry.

Element x y z (Å)
C -2.342 1.654 -0.800
C -1.376 1.698 0.091
C -0.790 0.487 0.812
C 0.300 -0.203 0.017
N 1.625 0.558 0.202
C 0.564 -1.650 0.354
O 1.371 -2.137 -0.686
H -2.827 0.746 -1.168
H -2.692 2.552 -1.302
H -0.937 2.644 0.400
H -0.410 0.848 1.777
H -1.568 -0.198 1.133
H 0.108 -0.179 -1.053
H 2.053 0.833 -0.682
H 1.484 1.364 0.812
H 2.291 -0.059 0.673
H -0.393 -2.149 0.504
H 1.047 -1.748 1.338
H 1.761 -2.989 -0.473

Output
E_HOMO, eV: -13.79
SMILES: C=CC[C@@H]([NH3+])CO
Relative energy (zero: lowest compared OMol25 entry of this formula, charge and spin), kJ/mol: 89.3
Charge: +1
Multiplicity: 1
E_tot, hartree: -327.425571
F_max, eV Å⁻¹: 1.07
Lowest unoccupied orbital energy, eV: -3.44
Gap between HOMO and LUMO, eV: 10.4

Atomic partial charges in e from the natural (NBO) method, atoms 1 to 2: number 1, C, carries -0.3327; number 2, C, carries -0.2287

***

Record 4
Density functional theory data (the ωB97M-V functional and the def2-TZVPD basis) for a cluster of 2 separate species, C16H14B2Cl3F3NO in total at a distorted geometry.

Element x y z (Å)
Cl -3.097 0.524 1.394
B -1.494 -0.326 1.699
Cl -1.308 -0.844 3.510
Cl -1.241 -1.822 0.608
O -0.425 0.672 1.401
C 0.825 0.457 1.595
C 1.779 1.275 0.906
C 3.122 0.848 0.784
C 4.040 1.663 0.132
C 3.633 2.894 -0.411
C 2.289 3.292 -0.333
C 1.358 2.490 0.306
H 1.128 -0.429 2.165
H 3.390 -0.127 1.204
H 5.080 1.338 0.029
H 4.359 3.537 -0.909
H 1.958 4.227 -0.787
H 0.305 2.770 0.351
C 4.306 2.348 6.120
N 3.055 2.333 5.387
C 2.481 1.225 4.813
C 1.217 1.568 4.341
C 1.005 2.960 4.611
C 2.196 3.423 5.260
C 2.321 4.714 5.751
C 1.233 5.594 5.565
C 0.068 5.155 4.929
B -1.202 6.283 4.769
F -2.079 5.735 3.839
F -1.698 6.356 6.067
F -0.564 7.440 4.326
C -0.071 3.854 4.445
H 4.547 3.381 6.385
H 4.233 1.747 7.039
H 5.110 1.934 5.499
H 3.003 0.273 4.785
H 0.467 0.905 3.949
H 3.228 5.020 6.271
H 1.337 6.612 5.926
H -0.973 3.491 3.956

Output
E_HOMO, eV: -4.67
Relative energy (zero: lowest compared OMol25 entry of this formula, charge and spin), kJ/mol: 0.0
Charge: -1
Multiplicity: 1
E_tot, hartree: -2478.355221
F_max, eV Å⁻¹: 3.75
Lowest unoccupied orbital energy, eV: 0.24
Gap between HOMO and LUMO, eV: 4.9

Atomic partial charges in e from the natural (NBO) method, atoms 1 to 2: number 1, Cl, carries -0.2159; number 2, B, carries 0.3951

***

Record 5
Density functional theory data (the ωB97M-V functional and the def2-TZVPD basis) for a structure of composition C11H9N2O4RuS2 at a distorted geometry.

Element x y z (Å)
Ru 0.089 0.002 0.075
S -0.681 -1.934 -0.906
C 0.666 -2.556 -1.771
C 0.520 -3.771 -2.479
C 1.570 -4.296 -3.182
C 2.808 -3.625 -3.202
C 2.965 -2.447 -2.520
C 1.894 -1.891 -1.789
S 2.129 -0.407 -0.944
H -0.438 -4.277 -2.454
H 1.443 -5.226 -3.720
H 3.643 -4.037 -3.755
H 3.914 -1.924 -2.528
O 0.782 0.957 3.771
N 0.583 0.683 2.619
O 1.150 1.291 1.664
O -0.227 -0.237 2.274
O -1.064 1.696 -0.697
N -1.481 2.259 0.448
C -2.632 1.844 1.005
C -3.096 2.412 2.167
C -2.366 3.421 2.775
C -1.175 3.819 2.195
C -0.752 3.227 1.025
H -3.126 1.043 0.477
H -4.022 2.052 2.593
H -2.718 3.885 3.686
H -0.554 4.579 2.647
H 0.174 3.457 0.526

Output
E_HOMO (alpha / beta), eV: -7.75 / -7.79
Multiplicity: 2
E_tot, hartree: -1726.131763
F_max, eV Å⁻¹: 1.84
Lowest unoccupied orbital energy (alpha / beta), eV: -1.71 / -0.85
Gap between HOMO and LUMO (alpha / beta), eV: 6.0 / 6.9
⟨S²⟩: 1.009

Atomic partial charges in e from the natural (NBO) method, atoms 1 to 2: number 1, Ru, carries 0.7567; number 2, S, carries 0.0803

***

Record 6
Density functional theory data (the ωB97M-V functional and the def2-TZVPD basis) for a structure of composition C17H25LaN4O9P2 at a distorted geometry.

Element x y z (Å)
La -1.162 0.533 0.527
P -3.469 0.617 -1.164
C -2.790 1.108 -2.814
C -1.324 0.971 -3.042
N -0.464 0.645 -2.067
C 0.883 0.668 -2.365
C 1.341 1.038 -3.640
C 0.432 1.243 -4.663
C -0.932 1.220 -4.359
C 1.846 0.501 -1.200
P 2.882 -1.031 -1.190
H -1.678 1.411 -5.109
H 2.394 1.202 -3.827
H 0.737 1.432 -5.685
H 2.669 1.225 -1.350
H 1.465 0.765 -0.162
H -3.283 0.504 -3.482
H -3.051 2.158 -2.916
H -1.720 -4.591 -3.840
O -0.975 -4.071 -3.558
H -0.773 -3.599 -4.334
H 2.551 -2.482 -0.937
O 1.526 -2.280 -0.731
H 0.835 -1.940 -1.499
C 3.376 -1.540 -2.822
H 3.964 -0.716 -3.296
H 4.045 -2.423 -2.807
H 2.551 -1.766 -3.539
C 3.799 -0.983 0.314
H 3.842 -1.964 0.813
H 4.836 -0.662 0.069
H 3.384 -0.222 1.019
C -4.705 1.900 -0.862
H -5.702 1.540 -1.131
H -4.686 2.154 0.205
H -4.465 2.799 -1.438
C -4.498 -0.833 -1.612
H -4.399 -1.592 -0.809
H -5.556 -0.529 -1.696
H -4.156 -1.274 -2.557
O 0.184 -0.357 8.166
N 0.918 0.377 7.472
O 1.800 1.116 7.962
C 0.751 0.403 6.035
C -0.236 -0.389 5.431
C -0.458 -0.264 4.048
C 0.218 0.817 3.352
O -0.248 1.391 2.266
C 1.397 1.362 3.914
C 1.591 1.249 5.288
N 2.326 2.044 3.033
O 3.071 2.917 3.528
O 2.397 1.697 1.830
N -1.376 -1.148 3.397
O -2.066 -1.926 4.023
O -1.412 -1.139 2.041
H -0.825 -1.093 6.009
H 2.394 1.809 5.759

Output
E_HOMO (alpha / beta), eV: -11.70 / -13.47
Relative energy (zero: lowest compared OMol25 entry of this formula, charge and spin), kJ/mol: 709.7
Charge: +2
Multiplicity: 1
E_tot, hartree: -2272.288496
F_max, eV Å⁻¹: 5.82
Lowest unoccupied orbital energy (alpha / beta), eV: -6.90 / -6.67
Gap between HOMO and LUMO (alpha / beta), eV: 4.8 / 6.8

Atomic partial charges in e from the Löwdin method, atoms 1 to 2: number 1, La, carries 1.9647; number 2, P, carries 0.7546

***

Record 7
Density functional theory data (the ωB97M-V functional and the def2-TZVPD basis) for an isolated molecule of C3H7NS4 at a distorted geometry.

Element x y z (Å)
S -2.253 -1.855 -0.834
C -2.151 -0.385 -0.225
S -3.339 0.381 0.862
N -1.119 0.483 -0.665
S -1.120 2.152 -0.212
C 0.164 0.076 -1.229
C 1.184 -0.305 -0.127
S 0.287 -1.001 1.337
H -3.843 -0.840 1.294
H -0.420 2.012 0.947
H 0.643 0.847 -1.725
H 0.176 -0.755 -1.968
H 1.784 -1.131 -0.470
H 1.838 0.443 0.364
H -0.048 0.192 2.059

Output
E_HOMO, eV: -8.50
SMILES: S=C(S)N(S)CCS
Relative energy (zero: lowest compared OMol25 entry of this formula, charge and spin), kJ/mol: 87.6
Multiplicity: 1
E_tot, hartree: -1765.951109
F_max, eV Å⁻¹: 2.37
Lowest unoccupied orbital energy, eV: 0.32
Gap between HOMO and LUMO, eV: 8.8

Atomic partial charges in e from the natural (NBO) method, atoms 1 to 2: number 1, S, carries -0.0394; number 2, C, carries -0.1062

***

Record 8
Density functional theory data (the ωB97M-V functional and the def2-TZVPD basis) for the ion C5H14N6 with charge +2 at a distorted geometry.

Element x y z (Å)
C -0.324 0.594 -1.832
C -1.785 -0.065 0.213
C 0.441 -0.565 1.491
C 1.192 -0.154 2.664
C 0.704 -1.790 0.674
N -0.855 1.332 -2.680
N -1.449 0.013 -1.020
N -0.648 0.103 1.205
N 0.861 0.308 -1.355
N -2.957 -0.084 0.780
N 1.958 0.865 -2.095
H 1.531 0.839 2.522
H 2.091 -0.863 2.712
H 0.540 0.032 3.612
H -0.128 -2.305 0.508
H 1.680 -2.280 0.988
H 1.075 -1.417 -0.276
H -0.421 1.842 -3.386
H -2.245 0.242 -1.676
H -0.882 0.824 1.923
H -3.781 -0.102 0.184
H -3.188 -0.357 1.779
H 2.463 1.609 -1.485
H 1.455 1.200 -3.066
H 2.672 0.178 -2.385

Output
E_HOMO, eV: -16.16
Relative energy (zero: lowest compared OMol25 entry of this formula, charge and spin), kJ/mol: 336.8
Charge: +2
Multiplicity: 1
E_tot, hartree: -526.722134
F_max, eV Å⁻¹: 6.62
Lowest unoccupied orbital energy, eV: -8.08
Gap between HOMO and LUMO, eV: 8.1

Atomic partial charges in e from the natural (NBO) method, atoms 1 to 2: number 1, C, carries 0.5415; number 2, C, carries 0.7062